Entry 1:
C5H5N in the gas phase, computed with ωB97M-V/def2-TZVPD.

The geometry in XYZ format:
```
11
Properties=species:S:1:pos:R:3:forces:R:3
C 1.1595 0.1109 0.2100 -0.046 -0.046 -0.024
C 0.5525 0.8724 -0.7826 -0.022 -0.204 -0.016
C -0.7794 0.5839 -1.0724 -0.005 0.022 -0.013
N -1.5733 -0.0861 -0.2381 0.217 -0.099 -0.048
C -1.0012 -0.6918 0.8011 0.028 -0.136 -0.069
C 0.3808 -0.7730 0.9497 -0.009 0.118 0.001
H 2.2294 0.1846 0.3844 -0.141 -0.015 -0.020
H 1.0961 1.6336 -1.3364 -0.019 -0.356 -0.101
H -1.2123 0.8320 -2.0385 -0.093 0.501 0.270
H -1.6756 -1.1414 1.5289 0.130 -0.167 -0.248
H 0.8236 -1.5251 1.5940 -0.039 0.382 0.269
```
Positions in Å, forces in eV/Å.

Its LUMO energy is 0.98 eV. The calculated total energy is -6755.6175 eV. The SMILES is c1ccncc1. Its HOMO energy is -0.34692 hartree.

Mulliken population analysis, charges in e, atoms 1 to 2: -0.18 -0.39

Entry 2:
A molecular structure, C5H5N in a non-equilibrium geometry, computed with ωB97M-V/def2-TZVPD.

The geometry in XYZ format:
```
11
Properties=species:S:1:pos:R:3:forces:R:3
C -2.7690 -0.0168 -0.2820 -2.212 0.671 -0.613
C -1.6228 -0.2843 -0.0754 4.941 0.252 2.308
C 1.2659 -1.0938 0.0547 -0.470 1.425 -0.097
C 1.0570 0.8503 -0.2535 -1.161 -2.083 -1.061
C 0.2801 -0.1188 0.6549 -3.433 -1.639 -3.614
N 2.0115 -0.2486 -0.5662 -0.493 -0.385 0.310
H -3.8068 0.2769 -0.5213 1.330 -0.553 0.278
H 1.3535 -2.1437 0.0898 0.314 -1.129 0.181
H 0.6195 1.2553 -1.1636 -0.418 -0.259 0.216
H 1.3784 1.5869 0.3354 2.059 3.299 1.874
H 0.2328 -0.0633 1.7271 -0.456 0.402 0.217
```
Positions in Å, forces in eV/Å.

Its LUMO energy is 0.35 eV. The calculated total energy is -6749.8634 eV. Its HOMO energy is -0.37456 hartree.

Mulliken population analysis, charges in e, atoms 1 to 2: -0.09 -0.53

Entry 3:
2 unconnected molecules or ions with the total composition C5H5N in a non-equilibrium geometry, computed with ωB97M-V/def2-TZVPD.

The geometry in XYZ format:
```
11
Properties=species:S:1:pos:R:3:forces:R:3
C -0.1987 0.3572 3.0990 0.076 -1.179 -0.619
C -1.2845 -0.9074 -1.0205 -1.237 -2.032 -0.676
C -0.2206 -0.0991 -0.8866 -0.667 0.726 0.590
C -1.4837 0.3564 -0.3584 0.766 0.492 0.096
C 1.1569 0.3231 -1.2507 0.205 0.940 0.744
N 0.2401 -0.6451 2.7848 0.931 -0.760 0.077
H -1.8604 -1.8172 -1.3979 1.542 1.406 0.455
H -0.8697 1.1245 3.1606 -0.979 1.904 0.500
H 1.5202 1.2900 -0.7204 -0.987 -1.627 -0.991
H 1.0826 0.4453 -2.3232 0.370 0.494 -0.354
H 1.9180 -0.4278 -1.0867 -0.018 -0.364 0.179
```
Positions in Å, forces in eV/Å.

Its LUMO energy (spin up / spin down) is 1.11 / -1.36 eV. The spin multiplicity is 3. The calculated total energy is -6747.5057 eV. Its HOMO energy (spin up / spin down) is -0.20339 / -0.38951 hartree.

Mulliken population analysis, charges in e, atoms 1 to 2: 0.02 -0.03

Entry 4:
A molecular structure, C5H5N2O3 in a non-equilibrium geometry, computed with ωB97M-V/def2-TZVPD.

The geometry in XYZ format:
```
15
Properties=species:S:1:pos:R:3:forces:R:3
C 0.0461 2.0115 0.4506 -5.645 -1.562 0.104
C 1.2920 1.7373 0.3867 1.196 -0.120 -0.969
C -0.7585 0.2626 0.2552 2.666 2.657 -1.162
C 1.5803 0.3173 0.1007 0.910 -1.280 -0.114
C 0.3093 -1.8527 -0.3629 2.221 -2.475 -3.999
N 0.2694 -0.4946 -0.0166 -2.623 2.773 1.432
N -2.2614 -0.0120 0.0697 1.351 -0.364 0.966
O 2.5747 -0.2866 -0.0790 -0.277 0.649 0.113
O -2.7027 0.1745 -1.0281 0.259 -0.042 0.484
O -2.7765 -0.3482 1.1101 -0.027 0.169 -0.757
H -0.6805 2.9043 0.5174 1.534 -1.708 -0.033
H 2.0060 2.5300 0.2303 0.608 -0.204 0.410
H 0.3867 -2.0430 -1.5321 -0.237 0.994 2.147
H -0.4628 -2.4738 -0.0730 -2.286 -0.430 0.973
H 1.1778 -2.4266 -0.0288 0.349 0.942 0.405
```
Positions in Å, forces in eV/Å.

Its LUMO energy is -6.44 eV. The calculated total energy is -14374.5143 eV. As for the net charge: +1. Its HOMO energy is -0.59862 hartree.

Mulliken population analysis, charges in e, atoms 1 to 2: -0.18 -0.50

Entry 5:
A molecular structure, C5H5N2O3S in a non-equilibrium geometry, computed with ωB97M-V/def2-TZVPD.

The geometry in XYZ format:
```
16
Properties=species:S:1:pos:R:3:forces:R:3
C -2.4253 -0.8317 -0.6338 -1.510 -0.363 -0.008
C -2.0372 -2.0479 -0.3321 5.227 0.093 2.324
C -0.0261 -2.1879 0.5486 -3.071 5.956 -4.543
C -0.3518 0.4337 -0.2459 -4.059 -1.290 -1.567
C 0.7417 1.3561 -0.3075 1.640 1.009 -0.462
N -1.5092 0.1916 -0.5529 4.167 1.644 1.454
N -2.4717 -3.3830 -0.3972 -2.811 1.169 -1.219
O -2.0737 -4.2338 0.3361 0.669 -0.768 0.913
O -3.3345 -3.5066 -1.2345 -0.490 -0.652 -0.726
O 0.5648 -1.1264 0.2321 -0.290 -2.451 1.735
S 0.2270 -3.6278 1.1361 1.184 -2.832 1.678
H -3.4119 -0.4314 -0.8853 0.101 -0.822 -0.198
H 0.4241 2.4539 -0.3082 0.232 -1.580 0.850
H 1.1454 1.3029 -1.3546 -0.075 -0.443 0.789
H 1.5439 0.9834 0.4171 -1.076 1.175 -0.956
H 1.5075 -3.3881 1.5040 0.162 0.155 -0.063
```
Positions in Å, forces in eV/Å.

Its LUMO energy is -5.50 eV. The calculated total energy is -25208.2764 eV. As for the net charge: +1. Its HOMO energy is -0.52246 hartree.

Mulliken population analysis, charges in e, atoms 1 to 2: -0.30 0.02

Entry 6:
C5H5N3 in the gas phase in a non-equilibrium geometry, computed with ωB97M-V/def2-TZVPD.

The geometry in XYZ format:
```
13
Properties=species:S:1:pos:R:3:forces:R:3
C 2.0626 -0.0113 0.0316 0.307 0.469 0.132
C 1.3498 -1.1638 0.1630 -0.453 0.052 -1.562
C -0.0195 -0.6984 -0.0700 0.464 -1.976 0.556
N -1.2592 -1.1896 -0.1415 0.889 -0.150 0.769
N -1.9655 -0.0971 0.0263 -2.397 0.562 -0.215
C -1.3118 1.1039 0.1038 0.035 -2.134 -0.345
C -0.0234 0.6883 -0.0155 -0.653 0.194 -0.472
N 1.2295 1.1019 -0.1220 2.771 1.699 0.464
H 3.1208 0.1666 0.0668 0.201 -0.156 -0.057
H 1.7406 -2.1924 0.1544 -0.282 0.823 0.173
H -2.9630 -0.2003 -0.0259 -0.110 0.117 0.071
H -1.8022 1.9368 0.4750 -0.711 1.569 0.076
H 1.5241 2.0712 -0.2868 -0.062 -1.069 0.410
```
Positions in Å, forces in eV/Å.

Its LUMO energy is 0.98 eV. The calculated total energy is -9734.6117 eV. The SMILES is c1cc2n[nH]cc2[nH]1. Its HOMO energy is -0.29023 hartree.

Mulliken population analysis, charges in e, atoms 1 to 2: -0.45 -0.71

Entry 7:
C5H5N3 in the gas phase in a non-equilibrium geometry, computed with ωB97M-V/def2-TZVPD.

The geometry in XYZ format:
```
13
Properties=species:S:1:pos:R:3:forces:R:3
C 3.1686 0.0481 -0.0574 1.196 -2.277 -0.081
N 2.0489 -0.4869 -0.0470 -3.487 0.494 0.517
N 1.0152 0.5739 0.0390 2.241 -1.903 -0.414
C -0.1631 0.1221 0.0943 -1.025 0.930 0.470
C -1.1994 1.1095 0.0617 -1.738 3.883 -0.656
C -2.3903 0.4757 -0.0866 0.056 3.276 -0.078
C -2.0794 -0.8968 -0.0998 3.796 0.340 1.470
N -0.7978 -1.0929 0.1385 -0.420 -3.033 -1.117
H 3.2422 1.0883 -0.0898 0.817 1.653 0.096
H 3.9258 -0.7556 -0.0448 0.430 1.226 -0.148
H -0.9805 2.2436 0.0025 -0.535 -2.173 0.279
H -3.3428 1.0010 -0.1419 0.167 -0.495 -0.154
H -2.7289 -1.6878 -0.1127 -1.499 -1.919 -0.184
```
Positions in Å, forces in eV/Å.

Its LUMO energy is -1.15 eV. The calculated total energy is -9732.6142 eV. The SMILES is C=N/N=C1/C=CC=N1. Its HOMO energy is -0.34939 hartree.

Mulliken population analysis, charges in e, atoms 1 to 2: -0.28 -0.38

Entry 8:
C5H5N3 in the gas phase in a non-equilibrium geometry, computed with ωB97M-V/def2-TZVPD.

The geometry in XYZ format:
```
13
Properties=species:S:1:pos:R:3:forces:R:3
C -1.9255 -0.1037 0.5838 1.135 0.555 -1.123
C -0.7282 -0.1059 -0.0482 -1.170 -0.915 0.020
C -0.0935 1.1275 -0.5548 0.110 0.721 0.442
N 1.1465 1.4135 -0.4142 -0.349 -0.267 0.131
C 1.8978 0.5561 0.3957 1.117 -0.631 0.628
N 1.9398 -0.7380 0.4901 0.341 1.433 0.410
N 1.2317 -1.5609 -0.3230 0.436 -0.250 -0.440
C 0.0087 -1.3633 -0.5428 -1.353 1.082 0.136
H -2.4329 0.8534 0.7867 0.254 -0.630 0.016
H -2.4391 -1.0309 0.7801 -0.033 -0.056 0.333
H -0.7352 1.9166 -0.9922 0.304 -0.635 -0.164
H 2.6420 1.1034 1.0484 -0.953 -0.709 -0.790
H -0.5120 -2.0678 -1.2094 0.161 0.303 0.399
```
Positions in Å, forces in eV/Å.

Its LUMO energy is -0.21 eV. The calculated total energy is -9733.1395 eV. The SMILES is C=C1C=NC=NN=C1. Its HOMO energy is -0.34739 hartree.

Mulliken population analysis, charges in e, atoms 1 to 2: -0.91 0.39

- Which formula does entry 1 have?
  C5H5N

- Number 7 is which compound?
  C5H5N3

- Which of these has the lowest calculated total energy?
  C5H5N2O3S

- calculated total energy of number 1 (C5H5N)?
  -6755.6175 eV